1.
Molecular formula: C8H8
Method: DFT, ωB97M-V with the def2-TZVPD basis set

Geometry (Å):
1 C -1.703 -0.274 -2.407
2 C -0.939 -0.279 -1.482
3 C -0.481 -0.346 -0.125
4 C -1.197 -0.942 0.736
5 C 0.973 -0.011 0.102
6 C 1.667 -0.137 -1.052
7 C 1.281 0.741 1.392
8 C 0.318 1.072 2.320
9 H -2.596 -0.096 -3.226
10 H -0.887 -1.000 1.817
11 H -2.354 -1.353 0.617
12 H 2.808 -0.291 -0.727
13 H 1.387 -0.236 -2.080
14 H 2.415 1.232 1.341
15 H -0.789 1.008 2.193
16 H 0.506 1.795 3.165

Computed properties:
strongest force on any atom: 8.01 eV Å⁻¹
relative energy (zero: lowest compared OMol25 entry of this formula, charge and spin): 574.3 kJ/mol
Kohn-Sham gap: 0.335 Ha
charge: 0
SMILES: C#CC(=C)C(=C)C=C


2.
Molecular formula: C8H8BCl32NO2Si2
Method: DFT, ωB97M-V with the def2-TZVPD basis set

Geometry (Å):
1 N -0.347 -0.879 2.712
2 B -1.343 -1.585 2.013
3 O -2.640 -1.433 2.469
4 Si -1.009 -2.850 0.455
5 O -0.802 -2.041 -0.996
6 Si -0.634 -0.404 -1.027
7 H -0.579 0.054 3.029
8 H 0.598 -0.936 2.364
9 H -3.282 -1.320 1.764
10 H 0.140 -3.762 0.685
11 H -2.205 -3.715 0.300
12 H -0.678 0.015 -2.436
13 H -1.753 0.284 -0.337
14 H 0.671 0.046 -0.493
15 C -2.234 -3.293 -4.139
16 Cl -2.875 -4.228 -2.786
17 Cl -2.655 -1.593 -3.927
18 Cl -0.480 -3.457 -4.201
19 Cl -2.928 -3.887 -5.653
20 C 0.851 3.758 -2.847
21 Cl 1.132 2.126 -3.441
22 Cl 0.317 3.660 -1.161
23 Cl 2.338 4.703 -2.933
24 Cl -0.406 4.533 -3.814
25 C -1.459 -8.109 -3.684
26 Cl -0.327 -7.072 -2.815
27 Cl -2.647 -8.762 -2.551
28 Cl -2.289 -7.169 -4.925
29 Cl -0.575 -9.438 -4.441
30 C 2.731 -3.121 -7.125
31 Cl 3.324 -4.672 -7.720
32 Cl 3.849 -1.840 -7.597
33 Cl 1.136 -2.797 -7.808
34 Cl 2.609 -3.174 -5.364
35 C -3.113 -1.156 5.945
36 Cl -2.814 -2.783 5.340
37 Cl -3.546 -1.233 7.658
38 Cl -1.657 -0.175 5.754
39 Cl -4.437 -0.418 5.040
40 C 0.159 3.137 4.087
41 Cl 1.258 4.460 4.467
42 Cl -1.356 3.359 4.956
43 Cl -0.157 3.116 2.347
44 Cl 0.896 1.596 4.558
45 C 1.412 8.882 -1.646
46 Cl 1.000 7.182 -1.425
47 Cl 3.165 9.075 -1.544
48 Cl 0.854 9.417 -3.234
49 Cl 0.640 9.857 -0.392
50 C 4.428 3.607 7.305
51 Cl 4.599 4.307 8.916
52 Cl 5.701 2.413 7.043
53 Cl 2.852 2.827 7.163
54 Cl 4.567 4.886 6.093

Computed properties:
strongest force on any atom: 0.89 eV Å⁻¹
Kohn-Sham gap: 0.353 Ha
charge: 0


3.
Molecular formula: C8H8BClO2S
Method: DFT, ωB97M-V with the def2-TZVPD basis set

Geometry (Å):
1 B 2.049 0.019 -1.042
2 C -3.166 0.025 0.320
3 C -2.459 -0.285 -0.866
4 C -2.509 0.755 1.324
5 C -1.100 -0.123 -0.932
6 C -1.096 0.978 1.193
7 C -0.389 0.474 0.151
8 C 1.973 -0.976 1.412
9 C 1.104 0.580 0.057
10 O 1.562 -0.819 -2.107
11 O 3.339 0.391 -0.930
12 S 1.343 -2.372 1.878
13 Cl 1.774 1.863 1.040
14 H -4.254 0.077 0.209
15 H -2.959 -0.675 -1.762
16 H -2.971 0.903 2.187
17 H -0.586 -0.291 -1.863
18 H -0.630 1.425 2.156
19 H 2.980 -0.578 1.495
20 H 2.154 -1.526 -2.283
21 H 3.840 0.156 -1.635

Computed properties:
strongest force on any atom: 5.90 eV Å⁻¹
relative energy (zero: lowest compared OMol25 entry of this formula, charge and spin): 67.2 kJ/mol
Kohn-Sham gap (alpha / beta): 0.265 / 0.265 Ha
charge: 0


4.
Molecular formula: C8H8Br2Si
Method: DFT, ωB97M-V with the def2-TZVPD basis set

Geometry (Å):
1 Br 5.264 0.784 0.251
2 C 3.838 -0.033 -0.992
3 C 2.422 0.384 -0.598
4 Si 1.094 -0.723 -0.199
5 Br 1.564 -2.915 -0.017
6 C -0.733 -0.283 0.179
7 C -1.054 1.060 0.360
8 C -2.313 1.409 0.631
9 C -3.348 0.480 0.749
10 C -3.011 -0.882 0.538
11 C -1.746 -1.223 0.342
12 H 4.149 0.429 -1.892
13 H 4.148 -1.019 -1.050
14 H 2.190 1.442 -0.955
15 H -0.352 1.760 0.064
16 H -2.501 2.398 0.622
17 H -4.458 0.647 0.998
18 H -3.757 -1.529 0.675
19 H -1.394 -2.186 0.295

Computed properties:
strongest force on any atom: 4.53 eV Å⁻¹
relative energy (zero: lowest compared OMol25 entry of this formula, charge and spin): 46.7 kJ/mol
Kohn-Sham gap: 0.288 Ha
charge: 0
SMILES: BrC/C=[Si](\Br)c1ccccc1


5.
Molecular formula: C8H8Br6F2O6
Method: DFT, ωB97M-V with the def2-TZVPD basis set

Geometry (Å):
1 C 5.666 -2.053 -2.083
2 C 4.150 -2.183 -1.842
3 O 4.053 -3.359 -1.053
4 C 5.345 -3.630 -0.570
5 O 5.693 -4.625 0.182
6 O 6.270 -3.013 -1.326
7 F 3.521 -2.516 -2.980
8 H 5.969 -1.039 -1.823
9 H 5.916 -2.175 -3.137
10 H 3.534 -1.376 -1.445
11 C -3.536 -0.758 4.092
12 C -3.941 -0.408 2.651
13 O -5.351 -0.354 2.660
14 C -5.749 -0.569 3.876
15 O -6.920 -0.487 4.178
16 O -4.824 -1.042 4.641
17 F -3.620 -1.399 1.781
18 H -3.289 0.134 4.667
19 H -2.939 -1.665 4.191
20 H -3.648 0.600 2.361
21 C -0.490 0.515 -0.639
22 Br -1.328 0.688 1.142
23 Br 1.304 -0.338 -0.430
24 Br -0.278 2.278 -1.556
25 H -1.017 -0.177 -1.295
26 C -0.975 5.723 -3.175
27 Br -1.185 7.446 -2.289
28 Br 0.925 5.387 -3.563
29 Br -2.031 5.413 -4.799
30 H -1.226 4.981 -2.417

Computed properties:
strongest force on any atom: 6.89 eV Å⁻¹
relative energy (zero: lowest compared OMol25 entry of this formula, charge and spin): 0.0 kJ/mol
multiplicity: 2
Kohn-Sham gap (alpha / beta): 0.128 / 0.294 Ha
charge: -1


6.
Molecular formula: C8H8BrIO3
Method: DFT, ωB97M-V with the def2-TZVPD basis set

Geometry (Å):
1 C 2.297 -0.210 -0.533
2 C 2.785 0.238 -1.621
3 C -0.395 -1.049 0.081
4 C 0.351 1.843 -1.738
5 C 1.384 0.692 0.282
6 C 0.956 2.098 -0.302
7 C 1.762 2.159 -2.145
8 C -1.535 -1.586 0.893
9 O -0.123 -1.360 -1.039
10 O 2.070 2.750 -0.922
11 O 0.167 0.020 0.774
12 Br 3.909 -0.272 -2.942
13 I 2.309 2.959 -3.998
14 H 2.660 -1.112 0.026
15 H -0.047 0.895 -1.867
16 H -0.338 2.494 -2.135
17 H 1.730 0.967 1.262
18 H 0.464 2.682 0.420
19 H -2.011 -2.601 0.579
20 H -2.430 -0.959 0.867
21 H -1.291 -1.834 1.953

Computed properties:
strongest force on any atom: 5.55 eV Å⁻¹
relative energy (zero: lowest compared OMol25 entry of this formula, charge and spin): 153.7 kJ/mol
Kohn-Sham gap: 0.310 Ha
charge: 0


7.
Molecular formula: C8H8BrN2
Method: DFT, ωB97M-V with the def2-TZVPD basis set

Geometry (Å):
1 C 0.756 -0.977 -1.247
2 C -1.438 0.048 2.561
3 C 0.546 -0.544 0.033
4 C 0.159 0.060 -2.106
5 C -0.235 0.683 0.014
6 C 0.371 0.334 -3.412
7 C 0.710 -0.863 1.498
8 C 0.045 0.369 2.187
9 N -0.426 1.293 1.131
10 N -0.305 1.097 -1.223
11 Br -2.496 -1.225 1.789
12 H 1.355 -1.810 -1.636
13 H -1.933 0.655 3.159
14 H 0.041 1.233 -3.806
15 H 0.738 -0.485 -4.030
16 H 0.131 -1.770 1.881
17 H 1.783 -0.952 1.867
18 H 0.640 0.793 2.884
19 H -0.443 2.062 -1.544

Computed properties:
strongest force on any atom: 5.75 eV Å⁻¹
relative energy (zero: lowest compared OMol25 entry of this formula, charge and spin): 289.3 kJ/mol
Kohn-Sham gap (alpha / beta): 0.242 / 0.242 Ha
charge: +1


8.
Molecular formula: C8H8BrN2O3
Method: DFT, ωB97M-V with the def2-TZVPD basis set

Geometry (Å):
1 C 2.052 -1.708 -1.843
2 C 1.213 -2.403 -0.949
3 O 0.715 -3.469 -1.148
4 C 1.125 -1.793 0.599
5 Br 1.609 -3.149 1.788
6 C 0.525 -0.587 0.911
7 C 0.257 -0.217 2.296
8 O 0.340 0.211 -0.210
9 C 0.119 1.566 -0.253
10 N 0.006 2.033 -1.489
11 C -0.056 3.316 -1.429
12 N 0.038 3.817 -0.218
13 C 0.232 2.781 0.696
14 O 0.609 2.672 1.842
15 H 1.858 -2.072 -2.828
16 H 3.092 -1.869 -1.457
17 H 1.795 -0.593 -1.923
18 H 0.728 -0.880 3.026
19 H 0.474 0.882 2.567
20 H -0.849 -0.218 2.420
21 H -0.470 3.956 -2.173
22 H 0.103 4.808 0.125

Computed properties:
strongest force on any atom: 4.65 eV Å⁻¹
relative energy (zero: lowest compared OMol25 entry of this formula, charge and spin): 182.5 kJ/mol
Kohn-Sham gap (alpha / beta): 0.231 / 0.189 Ha
charge: +1
SMILES: CC(=O)/C(Br)=C(/C)OC1=NC=[NH+]C1=O


9.
Molecular formula: C8H8Cl2IrN2O3Sm
Method: DFT, ωB97M-V with the def2-TZVPD basis set

Geometry (Å):
1 Ir -3.798 2.041 -5.882
2 Sm 0.355 1.035 -0.292
3 Cl -2.355 0.457 -5.106
4 Cl -1.620 1.766 1.009
5 C 1.391 2.606 1.218
6 C -4.069 1.378 -7.601
7 C -4.556 3.647 -5.344
8 O 1.988 3.138 2.067
9 O -4.164 0.927 -8.689
10 O -4.972 4.696 -5.018
11 C 0.317 -2.495 4.196
12 C 0.866 -1.743 3.056
13 C 2.006 -1.952 2.267
14 C 2.014 -0.975 1.287
15 N 0.889 -0.183 1.451
16 N 0.237 -0.675 2.571
17 C 2.983 -0.709 0.194
18 H 0.050 -3.516 3.888
19 H 1.045 -2.543 5.017
20 H -0.598 -2.041 4.593
21 H 2.757 -2.724 2.408
22 H -0.584 -0.222 2.984
23 H 3.994 -0.667 0.637
24 H 2.966 -1.508 -0.573
25 H 2.857 0.264 -0.339

Computed properties:
strongest force on any atom: 10.76 eV Å⁻¹
relative energy (zero: lowest compared OMol25 entry of this formula, charge and spin): 0.0 kJ/mol
multiplicity: 10
Kohn-Sham gap (alpha / beta): 0.163 / 0.124 Ha
charge: +4


10.
Molecular formula: C8H8Cl2N2
Method: DFT, ωB97M-V with the def2-TZVPD basis set

Geometry (Å):
1 N 4.079 -2.305 -0.806
2 N 2.872 -2.740 -0.277
3 C 2.000 -1.778 -0.029
4 C 2.044 -0.183 0.145
5 C 0.613 0.314 0.392
6 C 0.325 1.068 1.557
7 C -0.972 1.461 1.837
8 C -1.917 1.365 0.811
9 Cl -3.621 1.763 1.118
10 C -1.556 1.052 -0.624
11 C -0.424 0.363 -0.676
12 Cl -0.035 -0.821 -2.032
13 H 4.829 -3.120 -0.830
14 H 4.689 -1.449 -0.630
15 H 0.778 -2.106 0.140
16 H 2.245 0.394 -0.804
17 H 2.633 -0.031 0.971
18 H 1.184 1.100 2.231
19 H -1.229 1.611 2.868
20 H -2.303 0.917 -1.301

Computed properties:
strongest force on any atom: 5.76 eV Å⁻¹
relative energy (zero: lowest compared OMol25 entry of this formula, charge and spin): 357.0 kJ/mol
Kohn-Sham gap: 0.330 Ha
charge: 0
SMILES: N/N=C\Cc1ccc(Cl)cc1Cl


11.
Molecular formula: C8H8Cl2N2O6PS2
Method: DFT, ωB97M-V with the def2-TZVPD basis set

Geometry (Å):
1 N -0.616 1.895 3.283
2 C 0.432 1.646 2.626
3 C 0.834 0.292 2.067
4 C 1.040 0.295 0.547
5 O 2.011 1.262 0.258
6 C -0.320 0.662 -0.232
7 Cl -0.198 2.211 -1.047
8 N -1.459 0.650 0.631
9 C -2.536 0.177 0.305
10 S -3.878 -0.494 -0.061
11 O -0.529 -0.331 -1.219
12 C 0.236 -1.417 -1.076
13 O 0.038 -2.457 -1.618
14 C 1.359 -1.084 -0.118
15 Cl 2.755 -0.842 -1.285
16 P 1.999 -2.524 0.824
17 S 1.074 -3.044 2.452
18 H -1.201 1.062 3.358
19 H 1.121 2.474 2.465
20 H 1.762 0.000 2.567
21 H 0.062 -0.419 2.348
22 H 2.583 1.354 1.027
23 H 1.923 -3.525 -0.148
24 H 3.365 -2.250 0.954
25 C -2.443 1.293 -3.947
26 O -3.308 1.428 -3.049
27 O -1.795 0.018 -3.914
28 O -2.058 2.055 -4.831
29 H -2.252 -0.388 -3.170

Computed properties:
strongest force on any atom: 1.92 eV Å⁻¹
Kohn-Sham gap: 0.227 Ha
charge: -1


12.
Molecular formula: C8H8Cl2OS
Method: DFT, ωB97M-V with the def2-TZVPD basis set

Geometry (Å):
1 C 0.932 -0.981 -0.442
2 C 0.636 -0.944 0.851
3 C 0.471 1.250 0.057
4 C 0.319 0.242 -1.086
5 C -0.163 0.317 1.097
6 C -1.203 -0.050 -1.059
7 C -1.527 0.078 0.438
8 C -2.109 1.037 -1.630
9 O -3.888 1.419 0.621
10 S -2.497 1.686 0.326
11 Cl -3.624 0.434 -2.257
12 Cl -1.394 2.218 -2.699
13 H 1.459 -1.742 -0.987
14 H 0.857 -1.670 1.611
15 H 1.514 1.468 0.273
16 H -0.075 2.178 -0.095
17 H 0.706 0.523 -2.059
18 H -0.216 0.665 2.126
19 H -1.417 -1.021 -1.509
20 H -2.140 -0.699 0.881

Computed properties:
strongest force on any atom: 2.57 eV Å⁻¹
relative energy (zero: lowest compared OMol25 entry of this formula, charge and spin): 0.0 kJ/mol
Kohn-Sham gap: 0.351 Ha
charge: 0